A molecular structure, C15H15NOS in a non-equilibrium geometry. Source: OMol25; level of theory: the ωB97M-V functional and the def2-TZVPD basis.

Computed properties:
Highest occupied orbital energy, Eh: -0.30057
Multiplicity: 1
Total energy, Ha: -1108.4394
Net charge: 0
Frontier orbital gap, eV: 8.4
Energy above the lowest of the compared OMol25 structures with the same formula, charge and spin, eV: 9.896

XYZ file:
```
33
Properties=species:S:1:pos:R:3:nbo_charge:R:1
C 1.727 2.268 -1.927 -0.78
H 1.986 1.231 -2.384 0.23
H 2.456 2.688 -1.475 0.21
H 1.244 2.751 -2.755 0.24
S 0.576 1.808 -0.843 0.29
C 1.586 0.973 0.413 -0.15
C 1.947 1.614 1.652 -0.16
C 2.690 0.555 2.573 -0.18
C 3.193 -0.661 2.207 -0.21
C 2.757 -1.088 0.911 -0.20
C 1.981 -0.411 0.310 -0.12
C 1.705 -1.099 -1.133 0.69
O 2.464 -1.309 -2.260 -0.61
N 0.247 -1.206 -1.368 -0.61
C -0.797 -1.119 -0.677 0.17
C -0.740 -1.132 0.748 -0.25
C -1.943 -0.941 1.351 -0.20
C -3.051 -0.457 0.894 -0.22
C -3.246 -0.415 -0.383 -0.05
C -2.000 -0.444 -1.133 -0.23
H -1.969 -0.437 -2.296 0.19
C -4.305 0.351 -0.938 -0.60
H -5.281 -0.014 -0.376 0.21
H -4.297 1.462 -1.058 0.25
H -4.492 -0.458 -1.995 0.20
H -4.039 -0.397 1.532 0.20
H -1.879 -1.186 2.381 0.20
H 0.041 -1.743 1.332 0.22
H 0.148 -1.356 -2.405 0.41
H 3.108 -1.984 0.630 0.22
H 3.748 -1.214 2.952 0.23
H 2.965 0.972 3.496 0.20
H 1.470 2.397 2.024 0.21
```

A molecular structure, C8H17CeN2O3S in a non-equilibrium geometry. Source: OMol25; level of theory: the ωB97M-V functional and the def2-TZVPD basis.

Computed properties:
Highest occupied orbital energy (spin up / spin down), Eh: -0.44891 / -0.44891
Multiplicity: 1
Total energy, Ha: -1523.2964
Net charge: +1
Frontier orbital gap (spin up / spin down), eV: 8.0 / 8.1
Energy above the lowest of the compared OMol25 structures with the same formula, charge and spin, eV: 0.000

XYZ file:
```
32
Properties=species:S:1:pos:R:3:mulliken_charge:R:1
C -1.889 0.229 -3.869 -0.96
Ce -0.302 0.314 -2.588 1.06
N 1.882 0.379 -1.128 -0.63
N 1.177 -0.694 -4.396 -0.73
H 1.786 -0.537 -0.679 0.31
H 0.302 2.228 -2.605 -0.12
H -2.472 0.869 -3.182 0.31
H -2.129 -0.786 -4.034 0.40
H -1.434 0.869 -4.637 0.40
H 1.553 -1.595 -4.086 0.31
H 1.966 -0.050 -4.525 0.32
H 0.731 -0.820 -5.310 0.30
H 2.771 0.407 -1.621 0.29
H 1.914 1.082 -0.385 0.26
C 0.492 1.188 4.942 -1.41
C 0.122 0.529 3.659 0.75
C -0.040 -0.859 3.577 -0.50
C -0.430 -1.491 2.398 -0.75
C -0.684 -0.700 1.254 0.52
C -0.545 0.681 1.321 -0.25
C -0.101 1.276 2.496 -0.84
S -1.252 -1.480 -0.258 1.36
O -0.032 -1.741 -1.107 -0.68
O -2.005 -2.617 0.104 -0.62
O -1.989 -0.370 -0.965 -0.66
H -0.249 0.986 5.712 0.35
H 1.447 0.830 5.316 0.34
H 0.557 2.260 4.816 0.37
H 0.144 -1.470 4.476 0.38
H -0.548 -2.578 2.344 0.42
H -0.803 1.303 0.438 0.40
H 0.060 2.358 2.519 0.30
```

A single CH3ClN2O2 molecule in a non-equilibrium geometry. Source: OMol25; level of theory: the ωB97M-V functional and the def2-TZVPD basis.

Computed properties:
Highest occupied orbital energy, Eh: -0.35705
Multiplicity: 1
Total energy, Ha: -759.9235
Net charge: 0
Frontier orbital gap, eV: 10.3
SMILES string: [O-]/[N+](CCl)=N\O
Energy above the lowest of the compared OMol25 structures with the same formula, charge and spin, eV: 2.393

XYZ file:
```
9
Properties=species:S:1:pos:R:3:nbo_charge:R:1
O -1.640 1.105 0.340 -0.44
N -0.478 0.815 0.120 0.28
C 0.029 0.998 -1.344 -0.25
Cl 1.793 0.590 -1.550 -0.02
N 0.479 0.541 0.932 -0.01
O 0.227 0.581 2.286 -0.53
H -0.496 0.242 -1.910 0.23
H -0.303 2.029 -1.793 0.26
H 1.045 0.894 2.655 0.49
```

A gas-phase ion, C3H10N3O (charge +1) in a non-equilibrium geometry. Source: OMol25; level of theory: the ωB97M-V functional and the def2-TZVPD basis.

Computed properties:
Highest occupied orbital energy, Eh: -0.52107
Multiplicity: 1
Total energy, Ha: -359.4247
Net charge: +1
Frontier orbital gap, eV: 10.8
SMILES string: [H]/N=C(\OC)N(C)[NH3+]
Energy above the lowest of the compared OMol25 structures with the same formula, charge and spin, eV: 5.856

XYZ file:
```
17
Properties=species:S:1:pos:R:3:nbo_charge:R:1
H -0.377 -0.316 2.829 0.45
N -0.566 -0.444 1.744 -0.69
C 0.122 -0.180 0.780 0.74
O 1.097 0.684 0.315 -0.56
C 1.966 1.327 1.235 -0.28
N -0.499 -0.928 -0.732 -0.31
C -1.961 -1.000 -0.790 -0.49
N 0.009 -0.232 -1.788 -0.53
H 1.452 1.820 2.163 0.21
H 2.692 1.984 0.894 0.23
H 2.583 0.534 1.795 0.20
H -2.192 -1.835 -1.484 0.22
H -2.241 -1.308 0.234 0.27
H -2.646 -0.133 -1.046 0.21
H 0.918 0.284 -1.566 0.46
H 0.168 -0.867 -2.611 0.44
H -0.524 0.610 -1.973 0.41
```

A single C5H7N3 molecule in a non-equilibrium geometry. Source: OMol25; level of theory: the ωB97M-V functional and the def2-TZVPD basis.

Computed properties:
Highest occupied orbital energy, Eh: -0.33587
Multiplicity: 1
Total energy, Ha: -358.7586
Net charge: 0
Frontier orbital gap, eV: 9.8
SMILES string: C[C@@H]1Cn2nncc21
Energy above the lowest of the compared OMol25 structures with the same formula, charge and spin, eV: 7.070

XYZ file:
```
15
Properties=species:S:1:pos:R:3:nbo_charge:R:1
C -1.717 -0.461 -0.620 -0.66
C -0.628 -0.202 0.589 -0.22
C -0.282 1.347 0.239 -0.19
N 1.050 0.727 0.068 -0.07
N 2.114 1.005 -0.353 -0.03
N 2.896 -0.096 -0.209 -0.28
C 2.025 -1.084 0.043 -0.07
C 0.724 -0.624 0.362 -0.02
H -1.044 -0.577 -1.620 0.23
H -2.661 0.399 -0.814 0.22
H -2.352 -1.406 -0.159 0.23
H -1.159 -0.609 1.583 0.22
H -0.785 1.569 -0.598 0.21
H -0.304 2.054 1.179 0.23
H 2.121 -2.040 0.312 0.20
```

A molecular structure, C15H20BF4HfNO4S4 in a non-equilibrium geometry. Source: OMol25; level of theory: the ωB97M-V functional and the def2-TZVPD basis.

Computed properties:
Highest occupied orbital energy, Eh: -0.55409
Multiplicity: 1
Total energy, Ha: -3004.2997
Net charge: +2
Frontier orbital gap, eV: 7.8

XYZ file:
```
50
Properties=species:S:1:pos:R:3:nbo_charge:R:1
Hf 0.410 -0.415 -0.037 2.04
C 0.059 0.517 3.741 -0.51
C -1.315 0.734 3.133 -0.52
S -1.166 1.858 1.695 0.23
C -2.747 1.686 0.787 -0.52
C -2.572 2.178 -0.642 -0.51
S -0.996 1.685 -1.457 0.27
C 0.019 3.168 -1.004 -0.51
C 1.501 2.972 -1.241 -0.52
S 2.292 1.541 -0.412 0.29
C 2.928 2.150 1.197 -0.52
C 1.982 1.975 2.363 -0.51
S 1.390 0.233 2.514 0.27
H 0.046 -0.366 4.382 0.27
H 0.383 1.373 4.332 0.25
H -1.971 1.202 3.867 0.26
H -1.756 -0.201 2.786 0.26
H -3.500 2.293 1.293 0.26
H -3.036 0.636 0.828 0.25
H -2.611 3.266 -0.696 0.25
H -3.367 1.774 -1.269 0.27
H -0.202 3.427 0.032 0.24
H -0.311 3.982 -1.653 0.26
H 2.051 3.862 -0.934 0.27
H 1.696 2.788 -2.299 0.26
H 3.195 3.199 1.073 0.27
H 3.838 1.569 1.358 0.26
H 1.114 2.628 2.281 0.24
H 2.520 2.200 3.285 0.26
O 1.576 -1.479 -4.181 -0.59
C 1.025 -1.294 -3.033 0.84
O 1.217 -0.318 -2.294 -0.67
C 0.039 -2.310 -2.571 0.09
C -0.305 -3.523 -3.150 -0.14
C -1.257 -4.313 -2.503 -0.10
C -1.859 -3.857 -1.337 -0.15
C -1.440 -2.633 -0.822 0.14
N -0.511 -1.897 -1.422 -0.57
C -1.971 -1.957 0.434 0.77
O -2.888 -2.379 1.072 -0.48
O -1.330 -0.831 0.674 -0.90
H 2.205 -0.786 -4.460 0.54
H 0.167 -3.845 -4.065 0.27
H -1.518 -5.273 -2.924 0.26
H -2.615 -4.425 -0.818 0.28
F 2.297 -1.286 -0.091 -0.56
B 1.981 -2.700 0.451 1.37
F 2.945 -3.120 1.211 -0.46
F 1.597 -3.377 -0.639 -0.51
F 0.773 -2.308 1.166 -0.53
```